This record from the Open Molecules 2025 dataset describes a molecular structure, C36H30BGeInN6O6S4 at a distorted geometry. The level of theory is ωB97M-V with the def2-TZVPD basis set.

```
! wB97M-V def2-TZVPD RIJCOSX def2/J DEFGRID3
* xyz 0 1
In 16.37 13.55 14.39
O 12.41 14.27 12.63
C 13.70 13.89 12.84
O 14.60 14.65 13.13
C 13.98 12.45 12.73
C 13.17 11.53 12.03
C 13.59 10.20 11.90
C 14.65 9.81 12.77
C 15.27 10.73 13.62
N 15.05 12.10 13.45
C 16.08 10.23 14.75
O 15.83 9.24 15.40
O 17.13 11.05 14.97
H 12.33 15.22 12.31
H 12.28 11.84 11.51
H 13.11 9.54 11.14
H 14.94 8.76 12.84
S 17.93 15.04 12.76
C 17.89 14.44 11.18
N 17.47 13.26 10.75
C 17.32 13.22 9.35
C 16.94 12.04 8.72
C 16.67 12.17 7.37
C 16.68 13.41 6.65
C 17.00 14.58 7.36
C 17.41 14.50 8.72
S 18.14 15.65 9.83
H 16.81 11.19 9.36
H 16.39 11.22 6.79
H 16.29 13.37 5.66
H 16.99 15.63 6.95
N 8.86 13.74 15.25
C 10.07 13.67 15.80
C 10.60 14.68 16.59
C 11.93 14.70 17.00
C 12.81 13.71 16.54
C 12.25 12.58 15.91
C 10.94 12.59 15.51
S 14.56 13.73 16.98
O 14.73 14.10 18.34
O 15.28 12.57 16.48
N 15.20 14.94 15.95
C 15.51 16.19 16.26
S 15.32 16.97 17.86
C 15.78 18.50 17.16
C 16.18 18.25 15.94
N 15.99 17.03 15.39
H 8.30 14.59 15.30
H 8.64 13.06 14.58
H 9.94 15.53 16.84
H 12.32 15.62 17.45
H 12.87 11.69 15.67
H 10.47 11.70 14.96
H 15.84 19.46 17.64
H 16.69 19.03 15.36
B 19.46 15.75 17.25
C 18.74 14.81 16.36
N 18.06 14.01 15.84
H 20.64 15.35 17.50
H 19.48 16.77 16.56
H 18.71 16.03 18.18
Ge 18.53 9.71 15.38
C 18.67 10.10 17.27
C 19.77 9.60 17.90
C 20.14 9.91 19.21
C 19.37 10.95 19.85
C 18.20 11.40 19.24
C 17.86 11.04 17.90
C 20.06 10.27 14.28
C 19.98 10.00 12.94
C 21.02 10.40 12.07
C 22.19 11.02 12.58
C 22.17 11.41 13.89
C 21.16 11.01 14.72
H 18.33 8.23 15.03
H 20.41 8.85 17.33
H 20.91 9.35 19.73
H 19.65 11.38 20.77
H 17.56 12.20 19.70
H 17.01 11.50 17.39
H 19.15 9.49 12.50
H 20.88 10.19 10.99
H 23.10 11.24 11.93
H 22.98 12.01 14.28
H 21.28 11.22 15.78
*
```

Output
E_HOMO: -7.2 eV
Orbital gap: 4.941 eV
Energy above the lowest of the compared OMol25 structures with the same formula, charge and spin: 39.6 kcal per mole
LUMO: -2.3 eV

=====

This record from the Open Molecules 2025 dataset describes a molecular structure, C47H61ClN5O2Si2Y. The level of theory is ωB97M-V with the def2-TZVPD basis set.

```
! wB97M-V def2-TZVPD RIJCOSX def2/J DEFGRID3
* xyz -2 1
Y 0.25 -0.27 1.37
C 5.60 1.30 -0.14
C 5.11 2.51 0.61
C 5.75 3.73 0.45
C 5.34 4.85 1.16
C 4.27 4.74 2.03
C 3.60 3.53 2.20
C 2.45 3.43 3.16
C 4.01 2.40 1.48
N 3.32 1.18 1.54
C 3.97 0.23 2.17
O 5.01 0.30 2.85
C 3.48 -1.18 1.87
C 4.33 -2.23 2.20
C 4.03 -3.51 1.77
C 2.90 -3.71 0.99
C 2.08 -2.63 0.73
N 2.35 -1.40 1.19
C 0.90 -2.82 -0.22
O 0.66 -3.98 -0.56
N 0.30 -1.68 -0.62
C -0.44 -1.82 -1.82
C 0.19 -2.36 -2.97
C 1.66 -2.70 -3.00
C -0.55 -2.58 -4.12
C -1.89 -2.28 -4.18
C -2.48 -1.66 -3.10
C -1.77 -1.39 -1.93
C -2.49 -0.59 -0.89
H 6.31 1.58 -0.92
H 4.77 0.76 -0.59
H 6.09 0.61 0.56
H 6.59 3.80 -0.24
H 5.84 5.80 1.02
H 3.93 5.60 2.59
H 2.19 4.41 3.55
H 2.69 2.76 3.99
H 1.58 2.99 2.68
H 5.21 -1.98 2.77
H 4.68 -4.34 2.01
H 2.62 -4.67 0.58
H 2.23 -2.08 -2.31
H 2.05 -2.54 -4.00
H 1.83 -3.74 -2.71
H -0.04 -3.01 -4.98
H -2.47 -2.47 -5.08
H -3.53 -1.37 -3.13
H -2.64 0.43 -1.25
H -1.98 -0.50 0.06
H -3.46 -1.03 -0.66
C -0.84 1.34 -4.74
Si -1.57 2.46 -3.40
C -1.66 4.21 -4.14
C -3.39 1.89 -3.34
C -0.65 2.32 -1.82
C -1.31 2.42 -0.59
C -2.56 3.13 -0.47
C -3.21 3.29 0.72
C -2.64 2.76 1.89
C -1.45 2.10 1.75
N -0.81 1.86 0.58
Si 1.19 2.55 -1.86
C 1.66 3.76 -0.51
C 1.76 3.45 -3.42
C 2.25 0.99 -1.80
H -1.58 1.19 -5.53
H -0.61 0.36 -4.32
H 0.06 1.74 -5.19
H -2.29 4.22 -5.04
H -0.67 4.57 -4.42
H -2.08 4.92 -3.42
H -3.45 0.85 -3.65
H -3.96 2.48 -4.07
H -3.89 1.98 -2.38
H -2.95 3.61 -1.35
H -4.13 3.86 0.75
H -3.09 2.88 2.87
H -0.98 1.70 2.65
H 1.10 4.69 -0.68
H 2.73 3.99 -0.52
H 1.41 3.40 0.48
H 1.28 4.43 -3.52
H 1.63 2.91 -4.36
H 2.84 3.63 -3.30
H 2.40 0.63 -0.78
H 3.24 1.20 -2.21
H 1.78 0.20 -2.38
Cl 0.93 0.47 3.73
C -6.06 -1.38 1.84
C -4.77 -2.08 1.49
C -4.74 -3.07 0.52
C -3.53 -3.67 0.14
C -3.49 -4.71 -0.94
C -2.36 -3.26 0.77
C -2.36 -2.27 1.76
C -3.58 -1.69 2.09
N -1.15 -1.88 2.38
C -0.92 -2.62 3.66
C 0.58 -2.87 3.84
C -1.48 -1.85 4.86
C -1.58 -4.02 3.66
H -6.92 -1.92 1.43
H -6.08 -0.37 1.44
H -6.19 -1.31 2.92
H -5.66 -3.37 0.03
H -3.88 -5.67 -0.59
H -2.46 -4.87 -1.27
H -4.07 -4.41 -1.81
H -1.42 -3.71 0.47
H -3.58 -0.88 2.82
H 0.94 -3.51 3.03
H 0.77 -3.39 4.79
H 1.15 -1.95 3.85
H -1.01 -0.88 4.95
H -1.32 -2.41 5.79
H -2.56 -1.72 4.74
H -1.24 -4.61 2.81
H -2.67 -3.97 3.62
H -1.29 -4.53 4.58
*
```

Output
E_HOMO: -1.9 eV
Orbital gap: 6.207 eV
LUMO: 4.3 eV

=====

This record from the Open Molecules 2025 dataset describes a molecular structure, C6H24AgO13P at a distorted geometry. The level of theory is ωB97M-V with the def2-TZVPD basis set.

```
! wB97M-V def2-TZVPD RIJCOSX def2/J DEFGRID3
* xyz -1 2
Ag -0.66 0.14 -0.20
P -3.42 -0.24 -0.03
O -2.53 0.53 -1.12
O -3.97 -1.52 -0.59
O -4.42 0.75 0.53
O -2.29 -0.57 1.04
O 0.24 2.18 0.53
H -0.22 2.97 0.83
H 1.16 2.44 0.38
O 0.60 -0.48 1.87
H -0.09 -0.23 2.52
H 1.36 -0.76 2.39
O -0.19 -1.97 -1.20
H 0.67 -2.33 -1.46
H -0.87 -2.53 -1.58
C -3.52 -0.04 4.48
C -2.02 0.06 4.38
O -1.54 0.69 3.20
O -4.08 -1.06 3.67
H -3.98 0.93 4.25
H -3.78 -0.35 5.50
H -1.60 -0.96 4.47
H -1.66 0.66 5.23
H -1.93 0.26 2.39
H -3.68 -1.06 2.79
C 3.63 -1.91 -1.35
C 2.98 -1.02 -0.33
O 2.02 -0.15 -0.85
O 2.67 -2.76 -1.99
H 4.43 -2.46 -0.81
H 4.15 -1.36 -2.14
H 3.73 -0.50 0.28
H 2.44 -1.64 0.39
H 2.45 0.41 -1.53
H 2.87 -3.68 -1.79
C 1.52 2.40 -3.40
C 0.57 1.31 -3.73
O -0.24 0.98 -2.61
O 2.73 1.85 -2.87
H 1.07 3.10 -2.69
H 1.75 2.98 -4.30
H 1.20 0.46 -4.05
H -0.04 1.61 -4.59
H -0.98 0.43 -2.90
H 3.46 2.45 -3.01
*
```

Output
E_HOMO (alpha / beta): -3.5 / -3.4 eV
Orbital gap (alpha / beta): 5.352 / 5.241 eV
LUMO (alpha / beta): 1.8 / 1.8 eV

=====

This record from the Open Molecules 2025 dataset describes 2 unconnected molecules or ions with the total composition C6H10 at a distorted geometry. The level of theory is ωB97M-V with the def2-TZVPD basis set.

```
! wB97M-V def2-TZVPD RIJCOSX def2/J DEFGRID3
* xyz 0 1
C 1.76 0.87 -1.17
C 0.27 0.74 -0.94
C -0.23 -0.35 -0.09
C 0.41 -1.54 -0.07
C -2.21 -0.70 1.54
C -1.12 -0.09 1.06
H 2.16 0.80 -0.15
H 2.26 0.09 -1.75
H 2.01 1.90 -1.47
H -0.03 2.28 0.09
H -0.23 0.93 -1.90
H 0.94 -1.79 -0.98
H 0.35 -2.17 0.82
H -2.88 -0.15 2.19
H -2.40 -1.76 1.39
H -1.06 0.92 1.43
*
```

Output
E_HOMO: -8.9 eV
Orbital gap: 9.110 eV
Energy above the lowest of the compared OMol25 structures with the same formula, charge and spin: 109.2 kcal per mole
LUMO: 0.2 eV

=====

This record from the Open Molecules 2025 dataset describes a molecular structure, C34H57F3GaN2O2Si at a distorted geometry. The level of theory is ωB97M-V with the def2-TZVPD basis set.

```
! wB97M-V def2-TZVPD RIJCOSX def2/J DEFGRID3
* xyz 1 1
O 1.75 -2.34 -1.67
O 0.56 -0.70 -3.21
C 3.04 -2.91 -1.38
C 3.43 -2.79 0.08
H 3.73 -2.37 -2.03
H 3.03 -3.97 -1.69
H 3.27 -1.79 0.46
H 4.50 -3.03 0.18
H 2.88 -3.51 0.70
C 0.62 -3.16 -1.31
C 0.28 -4.15 -2.39
H -0.21 -2.47 -1.13
H 0.83 -3.67 -0.36
H -0.01 -3.63 -3.31
H -0.57 -4.76 -2.06
H 1.12 -4.82 -2.59
C -0.69 -0.43 -3.86
C 1.65 -0.75 -4.15
C -1.81 -0.97 -3.01
H -0.70 -0.90 -4.85
H -0.79 0.66 -4.01
H -1.77 -2.06 -2.96
H -2.77 -0.68 -3.45
H -1.76 -0.58 -1.99
C 1.70 -2.04 -4.93
H 2.57 -0.61 -3.57
H 1.56 0.10 -4.84
H 1.78 -2.90 -4.25
H 2.58 -2.03 -5.58
H 0.82 -2.16 -5.57
H 1.01 -0.73 -1.53
N -0.59 -0.29 2.72
C -1.37 0.22 3.70
C -1.96 1.48 3.63
C -2.23 2.24 2.48
C -1.60 -0.63 4.92
H -0.66 -0.89 5.41
H -2.14 -1.56 4.67
H -2.22 -0.06 5.63
C -3.40 3.19 2.49
H -4.14 2.92 1.72
H -3.08 4.23 2.32
H -3.89 3.13 3.47
N -1.50 2.16 1.36
C -0.26 -1.68 2.70
C 0.99 -2.12 3.16
C 1.93 -1.21 3.87
C 1.33 -3.47 3.04
H 2.31 -3.80 3.38
C 0.41 -4.39 2.52
H 0.68 -5.44 2.44
C -0.86 -3.96 2.15
H -1.61 -4.67 1.77
C -1.22 -2.62 2.25
C -2.62 -2.20 1.93
C -1.93 2.78 0.13
C -1.49 4.07 -0.20
C -0.83 4.96 0.81
C -1.72 4.55 -1.50
H -1.33 5.53 -1.77
C -2.42 3.78 -2.42
H -2.57 4.14 -3.43
C -2.96 2.55 -2.04
H -3.55 1.95 -2.74
C -2.77 2.06 -0.75
C -3.42 0.79 -0.30
Ga 0.20 1.16 1.54
H 1.97 -0.20 3.44
H 2.95 -1.62 3.84
H 1.66 -1.09 4.93
H -2.67 -1.21 1.46
H -3.26 -2.17 2.82
H -3.07 -2.93 1.24
H -0.27 5.75 0.31
H -0.14 4.41 1.47
H -1.57 5.45 1.46
H -3.95 0.91 0.66
H -2.70 -0.03 -0.19
H -4.16 0.47 -1.05
H -2.46 1.81 4.54
C 0.82 0.17 -0.52
Si 1.92 1.62 -1.10
H -0.27 0.30 -0.62
H 1.16 -0.47 0.32
C 3.65 0.92 -1.30
C 2.09 3.17 -0.06
C 1.19 2.36 -2.67
H 1.31 3.45 -2.65
H 0.12 2.16 -2.76
H 1.69 1.99 -3.58
H 4.16 0.92 -0.33
H 4.23 1.55 -1.99
H 3.65 -0.11 -1.69
H 2.33 2.98 0.99
H 1.18 3.79 -0.10
H 2.92 3.76 -0.49
F 1.24 3.47 2.91
C 1.35 2.09 2.91
F 2.72 1.84 2.79
F 1.06 1.76 4.23
*
```

Output
E_HOMO: -11.2 eV
Orbital gap: 8.353 eV
LUMO: -2.9 eV

=====

This record from the Open Molecules 2025 dataset describes a gas-phase ion, C20H24N (charge +1) at a distorted geometry. The level of theory is ωB97M-V with the def2-TZVPD basis set.

```
! wB97M-V def2-TZVPD RIJCOSX def2/J DEFGRID3
* xyz 1 1
C 5.35 0.57 2.73
C 5.60 -0.06 1.54
C 4.67 -0.65 0.65
C 3.30 -0.72 0.71
C 2.33 -0.25 1.71
C 1.17 0.80 1.10
C -0.14 1.42 1.54
C -0.26 2.81 2.14
C -0.58 3.97 1.36
C -0.76 5.20 2.02
C -0.60 5.29 3.41
C -0.25 4.16 4.17
C -0.06 2.93 3.55
N -1.33 0.81 1.34
C -1.30 -0.56 0.79
C -2.65 -1.21 0.57
C -3.73 -0.81 1.59
C -3.83 0.71 1.60
C -2.54 1.37 1.97
C 2.82 0.49 2.88
C 4.08 0.79 3.32
H 6.22 1.03 3.22
H 6.66 -0.03 1.20
H 5.16 -1.14 -0.21
H 2.82 -1.18 -0.17
H 1.47 -1.06 1.93
H 1.88 1.69 1.19
H 1.06 0.40 -0.01
H -0.68 3.89 0.27
H -0.98 6.09 1.42
H -0.73 6.26 3.93
H -0.12 4.23 5.26
H 0.22 2.02 4.11
H -0.67 -1.13 1.50
H -0.76 -0.56 -0.19
H -2.49 -2.29 0.60
H -2.99 -0.98 -0.46
H -4.67 -1.26 1.28
H -3.49 -1.22 2.58
H -4.21 1.08 0.64
H -4.57 1.00 2.33
H -2.36 1.32 3.05
H -2.66 2.44 1.70
H 2.00 0.96 3.43
H 4.14 1.30 4.29
*
```

Output
E_HOMO: -10.7 eV
Orbital gap: 6.707 eV
Energy above the lowest of the compared OMol25 structures with the same formula, charge and spin: 83.2 kcal per mole
SMILES string: C1=CC=CC(CC(c2ccccc2)=[N+]2CCCCC2)C=C1
LUMO: -4.0 eV

=====

This record from the Open Molecules 2025 dataset describes C2H5N5 in the gas phase at a distorted geometry. The level of theory is ωB97M-V with the def2-TZVPD basis set.

```
! wB97M-V def2-TZVPD RIJCOSX def2/J DEFGRID3
* xyz 0 1
N -1.11 0.35 1.74
C -0.35 -0.14 0.67
N -0.10 -1.44 0.48
N 0.54 -1.44 -0.69
N 0.77 -0.27 -1.25
C 0.19 0.59 -0.44
N 0.07 1.96 -0.76
H -1.38 -0.42 2.37
H -0.70 1.12 2.26
H 0.89 -2.28 -1.08
H 0.36 2.60 -0.03
H 0.67 2.17 -1.57
*
```

Output
E_HOMO: -8.2 eV
Orbital gap: 9.200 eV
Energy above the lowest of the compared OMol25 structures with the same formula, charge and spin: 24.4 kcal per mole
SMILES string: Nc1n[nH]nc1N
LUMO: 1.0 eV

=====

This record from the Open Molecules 2025 dataset describes C4H9N3O2 in the gas phase at a distorted geometry. The level of theory is ωB97M-V with the def2-TZVPD basis set.

```
! wB97M-V def2-TZVPD RIJCOSX def2/J DEFGRID3
* xyz 0 3
C 1.11 -0.27 -0.56
C -1.63 -0.06 -0.16
C 0.96 -1.74 -0.83
C -0.21 0.44 0.23
N 2.14 0.38 -0.82
N -0.19 1.90 -0.24
N -0.14 0.50 1.66
O -2.19 0.25 -1.22
O -2.25 -0.90 0.67
H 1.99 -2.21 -0.57
H 0.93 -1.94 -1.87
H 0.27 -2.30 -0.30
H 2.16 1.41 -0.74
H -0.63 1.77 -1.09
H -0.86 2.37 0.26
H -0.41 1.41 2.02
H -1.78 -1.18 1.52
H 0.76 0.15 2.06
*
```

Output
E_HOMO (alpha / beta): -5.4 / -9.9 eV
Orbital gap (alpha / beta): 6.092 / 7.144 eV
Energy above the lowest of the compared OMol25 structures with the same formula, charge and spin: 0.0 kcal per mole
LUMO (alpha / beta): 0.7 / -2.7 eV

=====

This record from the Open Molecules 2025 dataset describes C10H6N6O3 in the gas phase at a distorted geometry. The level of theory is ωB97M-V with the def2-TZVPD basis set.

```
! wB97M-V def2-TZVPD RIJCOSX def2/J DEFGRID3
* xyz 0 1
O 0.12 3.75 3.85
N -0.32 2.75 3.29
O -1.45 2.24 3.51
C 0.56 2.09 2.42
C 1.94 2.31 2.45
C 2.90 1.66 1.61
C 2.44 0.52 0.85
C 1.04 0.32 0.71
C 0.46 -0.39 -0.42
C -0.63 -1.29 -0.46
C -0.78 -1.63 -1.80
C -1.85 -2.32 -2.53
N -2.99 -2.66 -2.04
N -3.79 -3.13 -3.01
N -3.13 -3.08 -4.23
N -1.87 -2.63 -3.89
N 0.24 -1.06 -2.40
O 1.01 -0.31 -1.54
C 0.15 1.11 1.51
H 2.27 3.08 3.18
H 3.94 1.94 1.65
H 2.98 0.02 0.06
H -1.33 -1.66 0.31
H -1.05 -2.47 -4.48
H -0.87 0.85 1.39
*
```

Output
E_HOMO: -9.7 eV
Orbital gap: 8.368 eV
SMILES string: O=[N+]([O-])c1cccc(-c2cc(-c3nnn[nH]3)no2)c1
LUMO: -1.4 eV

=====

This record from the Open Molecules 2025 dataset describes C9H18O2S in the gas phase at a distorted geometry. The level of theory is ωB97M-V with the def2-TZVPD basis set.

```
! wB97M-V def2-TZVPD RIJCOSX def2/J DEFGRID3
* xyz 0 1
C 4.56 1.25 -0.27
C 3.85 -0.13 -0.44
C 2.36 0.11 -0.23
C 1.91 0.20 1.15
C 0.36 0.02 1.27
C 0.03 -1.46 0.89
C -2.46 -0.41 0.34
C -2.62 0.90 -0.08
C -3.61 1.81 0.46
H 4.16 1.77 0.71
H 5.66 0.76 -0.18
H 4.32 2.02 -1.07
H 4.17 -0.96 0.22
H 4.04 -0.45 -1.54
H 1.76 -0.52 -0.86
H 2.04 1.03 -0.78
H 2.38 1.13 1.52
H 2.47 -0.65 1.70
H -0.09 0.76 0.50
H 0.06 0.10 2.30
H -0.38 -1.98 1.75
H 1.01 -1.92 0.53
H -3.33 -0.92 0.88
H -3.09 2.73 0.83
H -4.51 2.06 -0.30
H -3.94 1.42 1.51
H -1.05 0.78 -1.15
O -0.74 -0.78 -1.50
O -1.85 1.46 -0.99
S -1.33 -1.65 -0.33
*
```

Output
E_HOMO: -8.7 eV
Orbital gap: 9.404 eV
Energy above the lowest of the compared OMol25 structures with the same formula, charge and spin: 67.4 kcal per mole
LUMO: 0.7 eV